Entry 1:
{"formula": "C20H35N5O6S2Se2W", "method": "ωB97M-V with the def2-TZVPD basis set", "elements": ["C", "H", "C", "H", "H", "Se", "N", "C", "H", "C", "H", "N", "H", "Se", "H", "C", "S", "H", "C", "H", "H", "O", "H", "O", "H", "C", "H", "H", "H", "H", "H", "H", "H", "W", "C", "H", "C", "H", "H", "H", "O", "H", "H", "S", "H", "H", "O", "C", "H", "O", "H", "N", "H", "C", "H", "C", "N", "C", "N", "C", "O", "C", "C", "H", "C", "C", "H", "H", "C", "C", "H"], "coordinates": [[2.44, 2.46, -1.74], [-2.55, -4.59, 4.22], [3.38, -1.43, -4.38], [3.09, -1.18, 2.19], [-3.35, 2.99, 1.01], [-0.96, 2.78, 0.78], [3.44, -1.48, -2.92], [-1.48, -2.85, 3.62], [-3.33, -0.70, -1.14], [-0.33, -4.46, 1.66], [4.28, -1.63, -2.40], [1.58, 4.40, 0.66], [-2.71, -6.55, 2.25], [-0.93, -0.51, -0.89], [1.73, -0.36, -5.36], [-2.79, -0.20, -0.33], [-0.15, -0.65, 2.86], [0.76, -2.71, 1.05], [-3.44, 1.96, -1.50], [0.44, -0.73, -3.06], [-2.92, -0.77, 0.58], [-0.17, -0.26, 4.23], [2.61, -0.16, 3.57], [-4.85, 0.27, 1.47], [-2.26, 2.59, -2.92], [0.03, -3.13, 1.74], [3.69, -2.37, -4.82], [2.55, 2.30, -2.81], [1.06, 5.22, 0.36], [-1.90, -2.22, 4.40], [1.73, 4.52, 1.65], [3.37, 5.35, -0.02], [-5.35, 0.40, -0.54], [0.47, 0.86, 0.53], [-0.55, -2.33, 2.72], [-3.88, 2.94, -1.33], [-4.84, 0.97, 0.25], [-5.34, 1.94, 0.33], [1.92, 4.54, -1.95], [-5.75, 0.21, 1.80], [4.23, 1.36, 1.96], [3.62, 4.17, -2.02], [-4.09, 1.41, -2.19], [2.20, -0.89, -0.66], [-1.47, -6.94, 3.44], [3.15, 1.83, -1.22], [-2.14, 2.10, -2.09], [-1.65, -6.45, 2.48], [4.02, -0.63, -4.76], [2.27, 1.47, 0.89], [0.38, 2.72, -1.53], [1.43, -0.70, -3.29], [3.53, 3.67, 0.49], [2.71, 3.94, -1.48], [-2.87, 1.56, 1.92], [1.89, -1.14, -4.63], [1.17, -0.31, 2.03], [3.15, 0.92, 1.78], [1.06, 1.96, -1.40], [-1.83, -4.18, 3.52], [-1.02, 0.18, 1.94], [2.54, -0.29, 2.49], [-3.37, 1.21, -0.17], [0.13, -5.10, 0.92], [-2.78, 2.07, 0.96], [-1.26, -5.00, 2.55], [1.34, -2.03, -4.93], [0.82, 1.29, -2.13], [2.33, -1.03, -2.35], [2.88, 4.37, -0.03], [-1.08, -6.98, 1.71]], "total_charge": 2, "gap_ev": 6.665, "e_above_lowest_kcal_mol": 6.4, "homo_energy_ev": -14.244}

Entry 2:
{"formula": "C23H43F4N2O18P", "method": "ωB97M-V with the def2-TZVPD basis set", "elements": ["H", "C", "C", "F", "H", "H", "C", "N", "C", "H", "H", "H", "O", "H", "H", "P", "H", "O", "C", "H", "H", "F", "N", "H", "H", "H", "F", "C", "O", "C", "H", "O", "C", "C", "H", "O", "H", "C", "C", "O", "H", "H", "H", "O", "C", "O", "C", "C", "C", "H", "O", "O", "H", "H", "C", "H", "O", "O", "H", "O", "H", "H", "O", "H", "C", "C", "H", "H", "O", "H", "H", "C", "H", "H", "H", "H", "O", "H", "C", "H", "O", "H", "F", "H", "H", "O", "C", "C", "H", "H", "C"], "coordinates": [[-7.65, 4.31, -4.81], [-4.81, -5.82, 0.59], [1.08, 7.26, 0.35], [1.64, 5.99, 3.39], [10.58, -5.54, 0.34], [-4.37, 5.55, -5.02], [-6.56, 3.23, 3.15], [-8.51, 1.95, -3.55], [0.17, 7.45, 2.36], [-4.91, -6.06, 1.65], [-9.24, 2.64, -3.66], [12.02, -4.47, -0.22], [2.53, 1.36, -0.82], [-8.97, 1.09, -3.82], [10.70, -3.79, 0.72], [8.79, -3.69, -1.15], [-1.67, 1.19, -1.43], [8.39, 3.61, 6.95], [6.89, -4.19, 0.61], [-0.46, 1.41, -3.86], [-0.43, 2.78, -2.73], [-0.92, -0.27, -2.48], [-1.68, -6.72, -1.38], [-2.33, -5.98, -1.59], [-0.78, -9.07, -0.41], [2.35, 7.77, 2.77], [6.11, 0.35, 6.66], [-0.14, 1.74, -2.87], [8.15, -4.54, 0.10], [-6.62, 1.06, 2.45], [7.15, 1.72, 3.89], [0.32, 0.96, -0.83], [-1.01, -8.35, 0.38], [1.63, 7.00, 2.49], [-0.10, 8.23, 3.06], [0.18, 7.93, 1.07], [10.43, -0.80, -1.11], [1.47, 1.33, -1.38], [7.43, 1.25, 4.83], [-7.65, 2.72, 3.69], [9.29, -1.41, -2.38], [-6.77, 1.85, -6.36], [-2.97, -7.87, -0.30], [8.43, 1.88, 5.55], [6.22, 1.31, 5.75], [-3.47, -5.36, 0.45], [-5.29, 5.35, -4.46], [-2.04, -7.35, -0.08], [9.43, -1.18, -1.32], [-5.54, -5.07, 0.28], [10.25, -4.47, -1.21], [6.42, 2.61, 6.26], [-6.50, 1.60, -3.94], [5.27, 1.28, 5.21], [-2.47, -6.27, 0.92], [-1.72, -5.50, 1.08], [9.04, -2.19, -0.48], [8.03, -3.81, -2.44], [-1.89, -7.39, -2.10], [-5.57, 3.95, -4.68], [-5.09, 5.57, -3.41], [6.99, -3.84, 1.63], [1.16, 7.31, -0.88], [8.91, -0.26, -1.05], [7.78, 2.80, 6.25], [-7.65, 1.68, -5.74], [-7.77, 0.59, -5.75], [-8.39, 2.26, -6.28], [1.94, 6.59, 1.19], [6.36, -5.14, 0.70], [-2.58, -6.69, 1.92], [10.96, -4.57, 0.00], [7.58, 0.23, 4.47], [-0.46, 6.56, 2.42], [-6.09, 5.93, -4.91], [-1.43, -8.88, 1.24], [-5.89, 2.34, 2.36], [-5.08, -6.78, 0.17], [-6.91, 3.70, -4.29], [-6.85, 3.90, -3.22], [1.23, 1.60, -2.64], [-0.04, -7.92, 0.62], [-8.46, 0.66, 4.11], [-8.71, 1.55, 2.33], [6.23, -3.62, -0.04], [-6.28, 4.41, 3.22], [-7.29, 2.23, -4.35], [-7.99, 1.47, 3.15], [-6.08, 0.27, 2.97], [-6.82, 0.64, 1.46], [-0.69, 0.90, -1.83]], "total_charge": 0, "smiles": "O=C1OC[C@@H](F)O1.O=C1OC[C@@H](F)O1.O=C1OC[C@@H](F)O1.O=C1OC[C@@H](F)O1.COP(=O)(OC)OC.COC[C@H](C)N.COC[C@H](C)N", "gap_ev": 9.278, "homo_energy_ev": -9.280}

Entry 3:
{"formula": "C2H6N2S3", "method": "ωB97M-V with the def2-TZVPD basis set", "elements": ["S", "H", "H", "H", "H", "N", "C", "H", "C", "S", "N", "H", "S"], "coordinates": [[-0.63, 0.22, -2.93], [0.97, -1.19, 0.03], [-1.76, -0.14, 0.52], [0.11, -0.85, 1.55], [-1.34, -1.24, -0.77], [0.08, 1.83, -0.19], [0.30, -0.45, 0.45], [-0.73, 1.11, -3.93], [-1.01, -0.41, -0.22], [2.50, 1.13, 1.00], [0.82, 0.92, 0.57], [2.22, 2.01, 2.08], [-1.04, 1.23, -1.07]], "total_charge": 0, "gap_ev": [8.090, 8.089], "e_above_lowest_kcal_mol": 72.0, "homo_energy_ev": [-7.548, -7.547]}

Entry 4:
{"formula": "C48H76O22", "method": "ωB97M-V with the def2-TZVPD basis set", "elements": ["H", "C", "C", "H", "C", "C", "C", "O", "O", "H", "H", "H", "H", "H", "O", "O", "C", "C", "H", "H", "H", "C", "H", "H", "H", "C", "H", "H", "C", "C", "H", "H", "O", "H", "H", "H", "H", "H", "C", "C", "C", "H", "C", "H", "H", "O", "H", "H", "C", "O", "O", "C", "C", "C", "H", "O", "C", "H", "H", "H", "C", "C", "H", "C", "C", "C", "H", "O", "H", "C", "C", "C", "H", "O", "H", "C", "H", "C", "H", "O", "H", "O", "H", "H", "H", "H", "H", "C", "H", "O", "H", "C", "C", "O", "O", "H", "H", "H", "O", "H", "H", "H", "H", "C", "H", "C", "C", "C", "H", "C", "H", "C", "H", "H", "H", "H", "O", "C", "H", "H", "C", "C", "O", "C", "O", "H", "C", "H", "C", "H", "H", "H", "H", "H", "C", "H", "C", "O", "H", "C", "H", "O", "H", "H", "H", "H"], "coordinates": [[-6.46, -2.17, -3.15], [-5.13, 1.27, 1.39], [-2.10, -3.28, 2.47], [0.95, -3.90, 6.61], [2.43, -1.38, -4.15], [1.13, -1.59, -4.85], [2.71, -3.34, -5.28], [-2.27, 1.30, -2.61], [1.99, 1.74, -1.22], [1.72, -2.31, -6.86], [-2.51, -0.39, 6.41], [-4.82, 2.64, -0.26], [-1.65, -2.29, 2.35], [-1.26, 3.36, -4.26], [4.64, -0.65, 2.97], [-1.80, -1.92, -5.68], [2.74, -3.54, -0.12], [3.35, -2.47, 0.69], [-6.09, 1.64, 3.22], [0.06, 2.45, -3.64], [0.12, 0.68, 6.59], [-0.20, 0.41, 1.05], [1.35, -1.03, -1.16], [2.44, -4.28, -4.81], [-2.86, -2.80, -1.58], [-4.02, 3.28, 1.55], [-1.46, 5.01, -0.64], [-0.21, 3.79, -0.37], [-0.83, 1.00, 6.17], [-5.67, -1.45, -1.27], [-2.93, -3.36, 1.76], [-0.67, -1.60, 0.22], [3.93, -4.85, -1.85], [-3.08, -0.07, -7.72], [4.23, 8.01, -0.67], [-2.75, 1.18, -5.49], [-4.44, -1.80, 0.47], [-4.86, -1.44, -3.36], [1.33, -1.85, 4.42], [3.54, 5.72, -2.53], [-1.72, -0.12, 5.70], [-1.42, 0.41, -7.84], [4.32, 5.93, -0.33], [2.65, -1.72, 1.07], [6.72, 2.50, 1.04], [-3.11, 4.12, 1.55], [2.66, -4.49, 0.41], [-5.85, -0.37, -1.34], [2.71, -2.52, 4.48], [5.82, 0.73, 1.57], [-1.30, -5.22, 3.29], [-1.62, -1.54, -6.97], [4.75, 2.71, 2.07], [-2.39, -4.90, 4.15], [-3.29, 1.74, 0.30], [-3.13, -0.15, 3.73], [-0.56, -0.56, -0.09], [5.38, 2.03, 0.06], [0.64, -3.35, -6.09], [-0.83, 5.26, -2.91], [-0.98, 4.13, -1.07], [1.46, -2.67, -5.87], [-4.50, 0.53, 1.89], [-2.41, -0.89, -4.94], [-5.48, -2.03, -2.68], [-1.14, -4.38, 2.29], [3.63, -1.13, -0.99], [-1.91, 3.04, -1.33], [3.27, -2.42, 3.55], [-5.93, 2.17, 2.28], [2.33, -3.97, 4.89], [-2.31, 0.40, 4.41], [-0.04, -0.23, 1.92], [2.75, -0.48, -3.40], [0.76, -0.63, -5.23], [-0.74, 3.12, -3.33], [-3.93, -3.79, -0.49], [-4.27, 2.16, 0.55], [3.29, -2.05, 5.28], [-1.81, 1.62, 4.09], [-1.34, 1.48, 7.00], [-4.80, -3.26, -2.30], [2.74, 5.88, -3.25], [0.68, 4.45, -2.42], [0.40, -4.76, 5.18], [-5.81, 0.67, 0.78], [-3.68, -0.89, -0.76], [-0.40, 4.36, -2.47], [0.15, -0.28, -2.14], [0.90, 1.21, 0.65], [-2.12, -0.92, -3.88], [3.76, -3.86, -1.18], [4.75, 0.44, 2.43], [1.08, -0.76, 3.92], [3.26, -2.42, -4.35], [3.98, -2.80, 1.52], [3.08, -4.47, 5.51], [2.75, 4.53, -0.89], [-1.12, -2.33, -7.79], [-3.63, -3.19, 4.07], [-6.82, 2.60, 1.83], [3.47, 1.67, 3.52], [-2.01, -2.75, 4.65], [0.96, -3.89, 5.52], [-3.30, -5.47, 3.97], [-2.56, -3.39, 3.97], [1.22, 1.03, -0.64], [4.77, 7.19, -1.14], [4.24, 3.39, 1.39], [4.22, -1.82, -0.39], [1.80, -3.29, -0.60], [-4.38, -1.71, -0.61], [2.14, -4.62, 4.05], [-2.09, -5.04, 5.19], [-0.54, 2.92, 5.13], [4.98, -1.30, 0.19], [-0.31, -4.46, 1.38], [-2.06, 0.36, -5.73], [4.14, 6.05, 0.74], [-1.19, -1.07, 5.59], [-1.71, 2.40, -2.44], [-3.88, -2.99, -1.22], [0.50, -2.59, 5.12], [3.07, 5.54, -1.12], [4.63, -2.80, -1.30], [3.04, 1.39, 1.74], [-2.12, -0.11, -7.20], [2.25, 6.24, -0.92], [5.74, 2.03, 1.08], [4.11, 4.84, -2.82], [3.45, -3.49, -6.07], [-3.50, -0.95, -4.92], [5.39, 3.27, 2.75], [-1.03, 0.65, -5.56], [-0.63, 1.86, 4.91], [0.30, -1.93, -4.24], [3.81, 1.58, 2.48], [4.36, 6.94, -2.50], [5.08, 5.17, -0.50], [0.58, -0.27, -1.14], [-1.49, -0.37, -0.63], [-4.96, 3.22, 2.55], [0.25, 1.61, 4.31], [-6.45, -1.91, -0.68], [5.85, 7.33, -1.13], [-1.01, 1.11, 1.24]], "total_charge": 0, "smiles": "O=C1CCCO1.O=C1CCCO1.O=C1CCCO1.O=C1CCCO1.O=C1CCCO1.O=C1CCCO1.O=C1CCCO1.O=C1CCCO1.O=C1CCCO1.O=C1CCCO1.C1CCOC1.C1CCOC1", "gap_ev": 9.960, "e_above_lowest_kcal_mol": 62.0, "homo_energy_ev": -9.642}

Entry 5:
{"formula": "C12H51AlNO15", "method": "ωB97M-V with the def2-TZVPD basis set", "elements": ["H", "H", "C", "H", "H", "H", "H", "C", "H", "H", "H", "H", "H", "H", "O", "C", "H", "H", "C", "C", "H", "H", "H", "H", "H", "O", "O", "H", "N", "H", "H", "H", "H", "C", "H", "H", "H", "H", "C", "C", "H", "O", "H", "O", "O", "H", "C", "O", "O", "H", "H", "H", "H", "H", "H", "C", "O", "H", "O", "H", "H", "H", "H", "O", "O", "H", "H", "H", "H", "H", "H", "H", "Al", "H", "O", "O", "O", "H", "C", "C"], "coordinates": [[-3.37, -7.05, 2.86], [-0.44, 1.85, 4.98], [1.39, 0.15, 0.23], [-5.03, -0.68, -6.55], [-2.62, -2.04, 2.96], [-3.71, -2.07, -0.19], [-3.61, -1.22, -6.39], [0.32, -0.87, 0.67], [1.67, -0.07, -0.80], [-1.73, -6.47, 0.24], [-6.43, -5.17, 5.43], [3.18, 2.48, -2.59], [-7.51, -5.24, 6.50], [2.60, -1.62, 1.64], [-6.78, -5.74, 6.13], [2.38, 3.16, -0.70], [1.86, 3.85, -1.38], [-2.45, 0.80, 0.26], [3.37, 2.32, -1.54], [5.12, 1.65, 0.74], [-3.89, -0.31, -3.86], [-1.12, 2.78, 2.28], [2.31, 0.00, 0.81], [-3.42, -0.80, 3.28], [-2.50, -5.29, 0.80], [-3.59, -6.26, 2.36], [5.24, 2.84, 0.01], [7.29, 5.22, -4.06], [1.87, -2.21, 2.03], [5.49, 2.01, -1.84], [1.86, 1.36, -4.98], [-3.60, -5.54, 3.02], [4.14, 4.30, -5.04], [-0.31, 2.76, 3.01], [3.28, 1.38, -4.44], [2.09, -2.42, 2.99], [1.32, 3.88, 2.19], [0.27, -1.65, -0.10], [-2.60, 1.20, -0.74], [1.05, 2.82, 2.29], [-1.38, 0.99, 3.78], [4.62, 3.71, -4.45], [4.97, 3.70, -1.80], [-4.84, -4.03, 4.09], [-1.73, -5.51, 0.26], [-0.61, 1.03, -1.62], [-1.28, 1.81, -1.25], [-0.20, -1.80, 2.83], [-1.11, -3.47, -1.67], [-4.75, 0.74, -3.19], [4.27, 1.69, 1.43], [0.38, 0.86, 3.80], [5.54, 3.73, -4.76], [-3.05, -2.70, -1.43], [2.95, 3.77, 0.00], [4.83, 2.73, -1.35], [-3.58, -1.94, -1.14], [-4.79, -3.10, 4.33], [7.37, 4.45, -4.64], [-1.21, -3.61, -0.72], [-0.63, -4.25, -1.96], [4.99, 0.78, 0.09], [1.82, 2.32, 2.89], [-3.95, 0.64, -3.71], [-3.52, -1.68, 2.92], [8.25, 4.11, -4.48], [-3.34, 1.98, -0.64], [-0.44, 3.66, 3.62], [3.30, 1.25, -1.34], [6.04, 1.49, 1.31], [-0.68, -0.46, 0.76], [-1.56, 2.49, -2.06], [0.98, 2.14, 0.37], [-2.96, 0.39, -1.36], [2.44, 0.90, -4.38], [-0.67, 2.59, -0.23], [-4.51, -1.31, -6.05], [-5.50, -4.06, 3.39], [-0.46, 1.54, 3.94], [0.62, -1.62, 1.94]], "total_charge": -1, "gap_ev": 6.172, "homo_energy_ev": -4.179}

Entry 6:
{"formula": "C6H10O", "method": "ωB97M-V with the def2-TZVPD basis set", "elements": ["H", "C", "C", "H", "H", "H", "C", "H", "H", "C", "C", "H", "O", "C", "H", "H", "H"], "coordinates": [[-1.66, 1.59, -0.52], [1.59, 1.00, 0.09], [0.43, 1.60, -0.11], [-1.25, -2.30, 0.85], [2.44, 1.63, 0.39], [-0.72, 0.43, -1.52], [-1.22, -0.22, 0.43], [-2.39, -0.63, 0.23], [2.91, -0.62, -0.16], [-0.84, 0.87, -0.53], [1.77, -0.51, -0.02], [0.34, 2.67, 0.02], [1.10, -1.19, -0.95], [-1.19, -1.57, 0.04], [-1.15, 0.01, 1.50], [-1.34, -1.92, -0.97], [1.14, -0.87, 1.16]], "total_charge": 0, "gap_ev": [6.783, 6.773], "e_above_lowest_kcal_mol": 140.4, "homo_energy_ev": [-7.352, -7.346]}

Entry 7:
{"formula": "C7H2F3NO2", "method": "ωB97M-V with the def2-TZVPD basis set", "elements": ["C", "C", "F", "O", "F", "F", "C", "C", "C", "H", "C", "O", "H", "N", "C"], "coordinates": [[-0.44, -0.70, -0.19], [-1.26, -1.85, 0.39], [2.47, -1.80, 0.11], [-1.52, -2.25, -0.81], [-2.29, -1.70, 1.31], [3.19, 0.31, 0.40], [0.69, 2.52, 0.06], [0.92, 0.03, -0.02], [0.27, 1.29, 0.18], [-1.59, 0.90, -0.86], [2.14, -0.49, 0.09], [0.89, 3.66, -0.13], [-1.71, 0.83, 0.93], [-0.64, -1.40, -1.46], [-1.13, 0.67, -0.01]], "total_charge": 0, "gap_ev": [8.377, 7.334], "spin_multiplicity": 3, "homo_energy_ev": [-8.333, -8.866]}